229
Properties=species:S:1:pos:R:3:forces:R:3 method="wB97M-V/def2-TZVPD" homo_lumo_gap_ev=7.9 de_lowest_ev=3.845 lumo_ev=1.96 e_homo_ev=-5.95 multiplicity=1 charge=-1
O -2.52389 0.32121 -0.24583 3.91 -1.27 0.42
C -1.29395 0.07982 -0.22533 -3.48 1.48 -0.03
O -0.56171 -0.44243 0.77579 -1.35 0.54 -1.90
B 0.82134 -0.41376 0.30114 0.15 -0.49 0.63
O 0.87953 0.31382 -0.94042 -0.49 1.37 -1.88
C -0.34251 0.62024 -1.38651 -1.14 -0.23 1.12
O -0.74883 1.23106 -2.35454 1.36 -0.90 1.26
O 1.36302 -1.75316 0.04499 1.21 -0.04 1.69
C 2.36273 -1.97308 0.93435 0.59 -2.64 -0.93
O 3.03674 -3.01493 0.94486 -1.78 3.46 0.50
C 2.53715 -0.65572 1.78965 3.25 0.52 -0.21
O 1.62812 0.22100 1.36078 0.93 -0.85 0.60
O 3.56478 -0.41593 2.44857 -3.56 -0.67 -1.11
C -4.22397 -6.38364 -5.07074 -0.08 -0.76 0.23
O -3.05647 -5.63586 -4.95690 0.94 2.50 0.01
C -3.17706 -4.15591 -5.12803 -1.02 -0.85 -2.25
C -1.80323 -3.45040 -5.26515 -1.03 -0.92 0.93
N -1.15359 -3.59266 -3.99616 1.01 0.64 1.62
C -1.36254 -2.65128 -2.84629 1.73 -1.22 -0.37
C -1.11111 -3.53762 -1.59434 -1.98 0.57 0.80
O -2.26593 -4.37247 -1.42668 0.69 -0.17 -1.61
C -1.96593 -5.72801 -1.37302 -2.10 -1.06 1.14
H -4.59548 -6.56005 -6.08017 -0.06 0.75 -0.44
H -5.02695 -6.03187 -4.42298 -0.13 0.12 0.03
H -3.94983 -7.39721 -4.77810 0.00 -0.01 0.45
H -3.90956 -3.69204 -4.46744 0.69 -0.18 1.33
H -3.77122 -3.97608 -6.02399 0.23 -0.39 -0.92
H -1.89049 -2.42069 -5.61182 -0.31 0.13 0.32
H -1.13702 -3.92755 -5.98390 -0.44 -0.34 -0.36
H -1.41015 -4.50798 -3.65489 0.12 -0.14 -0.04
H -2.29266 -2.08513 -2.89595 -0.37 -0.32 0.47
H -0.55233 -1.92217 -2.85362 0.10 0.28 -0.19
H -1.16186 -3.07518 -0.60861 0.89 1.16 -0.35
H -0.22175 -4.16721 -1.62185 0.24 0.36 -0.52
H -1.59958 -5.97142 -0.37570 0.36 -0.27 0.05
H -1.41288 -6.28823 -2.12693 0.63 0.89 -0.51
H -2.97042 -6.14376 -1.45213 -0.06 -0.63 0.23
C 4.43101 -1.58912 8.88672 1.06 -1.16 -0.83
O 4.13689 -0.68684 7.79440 -0.12 -0.66 0.92
C 4.67895 -1.10320 6.52503 -0.15 -1.36 0.08
C 4.64316 -0.04785 5.46892 0.02 2.34 1.56
N 5.21417 1.23745 6.10653 0.11 -1.12 -0.91
C 6.62568 1.28142 5.75137 1.14 0.70 -0.65
C 7.51247 2.55965 6.06190 -2.50 -0.24 0.19
O 6.75916 3.72378 5.67417 0.08 -0.91 0.83
C 7.56958 4.85605 5.71040 0.52 -0.31 -0.50
H 4.11478 -1.41825 9.91575 -0.75 1.34 -0.49
H 5.50156 -1.75286 9.01008 0.51 0.51 -0.30
H 4.11960 -2.62023 8.71961 -0.64 -0.05 -0.61
H 4.16061 -1.94643 6.06853 -0.54 -0.44 0.54
H 5.69693 -1.47406 6.64461 0.36 0.21 0.36
H 3.62955 0.22634 5.17648 0.03 -0.33 -0.26
H 5.22556 -0.44115 4.63571 -0.16 0.40 -0.18
H 5.10867 0.95672 7.07098 0.22 0.80 0.51
H 6.63114 1.14464 4.66999 0.21 -0.03 0.08
H 7.15717 0.44505 6.20535 0.46 -0.32 -0.02
H 8.50536 2.59072 5.61323 0.01 -0.49 -0.68
H 7.72893 2.52931 7.12976 -0.19 0.51 0.48
H 8.25792 4.75155 4.87173 0.50 0.40 -0.21
H 8.16588 4.86815 6.62274 0.02 0.37 0.29
H 7.00918 5.78034 5.56985 -0.23 -0.23 0.20
C -0.48119 3.19462 -8.22151 -0.23 -0.11 -0.17
O 0.51314 3.01057 -7.24900 1.17 0.59 -0.57
C 0.05274 3.07982 -5.92431 0.48 -0.40 1.09
C 1.22724 2.68064 -4.90757 -0.44 1.13 -0.93
N 1.86654 1.46409 -5.25979 0.39 -1.32 0.83
C 1.18511 0.28843 -4.70307 -0.77 -1.02 -1.02
C 1.57794 -1.04608 -5.42192 0.43 1.30 0.42
O 2.96838 -1.24963 -5.21355 -0.41 0.05 0.22
C 3.67128 -2.13466 -6.03465 0.40 0.47 -0.50
H -1.03042 2.25598 -8.29518 -0.40 0.06 -0.32
H -0.08172 3.49317 -9.19074 0.70 -0.60 0.04
H -1.16453 4.02991 -8.06837 -0.27 0.04 0.88
H -0.77088 2.36939 -5.85334 -0.27 -0.12 0.46
H -0.32414 4.08903 -5.75829 -0.09 0.16 0.41
H 0.95418 2.62868 -3.85361 -0.89 -0.16 -0.16
H 1.98950 3.45823 -4.85834 -0.01 0.46 -0.62
H 2.07582 1.41335 -6.24657 -0.18 -0.25 0.01
H 0.10618 0.37497 -4.83162 -0.57 -0.03 -0.62
H 1.14916 0.25377 -3.61421 1.27 -0.04 0.09
H 1.32809 -0.88073 -6.46994 0.37 0.06 -0.55
H 0.98303 -1.91919 -5.15382 -0.07 -0.03 0.66
H 4.72138 -1.95123 -5.80723 0.05 -0.43 0.28
H 3.61151 -1.88041 -7.09289 -0.45 0.20 -0.34
H 3.41636 -3.19150 -5.95589 -0.14 -0.11 0.43
C 6.75752 2.81313 2.70043 -0.95 0.24 -0.17
O 5.33831 2.96247 3.01721 2.60 1.13 1.39
C 4.51785 2.81689 1.90149 -0.06 -0.80 -0.54
C 3.05606 3.20881 2.13894 0.55 0.21 1.21
N 2.69147 2.55002 3.39819 -0.60 0.14 -0.69
C 1.34092 2.76370 3.89658 0.34 -0.09 0.59
C 1.13688 2.18426 5.34040 0.31 1.19 -1.99
O 2.15395 2.71931 6.16414 -0.94 -1.12 0.20
C 2.13130 2.14150 7.48395 -0.23 1.00 -1.35
H 6.94578 1.99652 2.00345 -0.33 -0.07 -0.44
H 7.42367 2.57911 3.53084 -0.85 0.11 0.52
H 7.17597 3.73700 2.30110 -0.22 0.19 -0.42
H 4.59571 1.73351 1.81031 -0.69 -0.33 -1.28
H 4.91076 3.32643 1.02167 0.12 0.00 -0.17
H 2.45313 2.91392 1.28009 -0.06 -0.45 -0.12
H 2.89698 4.28566 2.19567 0.31 0.25 0.35
H 2.74224 1.58800 3.09485 0.16 -0.54 0.67
H 0.58414 2.40663 3.19810 -0.39 -0.51 0.04
H 1.08390 3.81894 3.98879 0.55 0.31 -0.07
H 1.05309 1.09749 5.33739 0.42 -0.28 0.18
H 0.14322 2.58690 5.53693 -0.32 -0.07 0.91
H 2.83832 2.80744 7.97867 -0.06 -0.64 0.66
H 2.37186 1.07838 7.48404 0.53 0.04 -0.01
H 1.11409 2.21307 7.86899 -0.11 0.30 0.45
C -4.57513 1.22402 -2.96432 -0.19 0.97 0.56
O -5.59666 1.61425 -2.04451 0.05 -1.28 -0.80
C -5.46764 2.95391 -1.59050 -0.70 -2.18 0.03
C -6.88619 3.48892 -1.40121 3.12 0.83 -1.36
N -7.62622 3.14400 -0.23286 0.16 0.46 -0.61
C -8.81296 3.94148 -0.29941 -1.84 -0.38 0.62
C -9.82186 3.33332 0.63479 -1.49 0.57 0.50
O -10.16736 1.99532 0.28137 1.63 -0.51 -0.44
C -11.52437 1.73167 0.31416 -0.93 -0.64 0.70
H -4.69955 0.17082 -3.21610 0.24 0.09 0.28
H -3.60155 1.51946 -2.57323 0.34 -0.82 0.38
H -4.60960 1.82007 -3.87626 -0.58 0.08 -0.50
H -4.90663 3.44872 -2.38331 -0.18 0.78 0.51
H -4.94298 2.87313 -0.63850 0.38 0.66 0.10
H -7.35795 3.30533 -2.36653 -0.60 -0.09 -0.04
H -6.57067 4.53220 -1.41231 -1.01 0.73 0.44
H -7.95894 2.19376 -0.31317 0.28 -0.46 0.01
H -9.35032 3.94892 -1.24773 0.39 -0.22 -0.82
H -8.69066 5.00135 -0.07626 0.47 -0.02 0.38
H -10.77019 3.86821 0.58319 0.04 0.60 -0.02
H -9.47810 3.45224 1.66231 0.12 -0.63 0.29
H -11.86694 0.71232 0.13618 1.22 -0.52 -0.92
H -12.06043 2.33097 -0.42176 -0.36 0.46 0.48
H -11.85498 1.71870 1.35273 -0.59 1.31 0.26
C 6.58093 -7.09374 1.91075 1.24 0.83 -0.03
O 5.25314 -6.72382 1.82797 -0.87 0.60 -1.68
C 4.97128 -5.69991 0.78401 -1.54 -0.63 1.04
C 3.55917 -5.98184 0.14180 1.60 -0.63 0.70
N 2.44519 -5.81576 1.06350 -1.36 0.07 -1.45
C 1.14781 -6.44193 0.53520 2.69 -0.61 2.02
C 1.22299 -7.99437 0.86900 -1.64 1.61 0.41
O 1.32438 -8.19284 2.31004 -0.97 -0.09 -0.81
C 0.66597 -9.34923 2.90487 1.48 0.17 -1.97
H 7.17565 -6.21176 2.14851 0.37 0.21 0.42
H 7.05500 -7.44039 0.99250 -0.39 -0.37 -0.54
H 6.78024 -7.84877 2.67122 -0.51 0.02 0.12
H 5.70596 -5.57187 -0.01095 0.38 -0.87 -0.02
H 4.96338 -4.71314 1.24695 -0.19 -0.02 0.35
H 3.54523 -7.02113 -0.18651 0.23 -0.14 -0.08
H 3.57566 -5.37278 -0.76201 -0.54 0.39 -0.19
H 2.28647 -4.81853 1.08480 -0.06 0.16 0.38
H 0.90481 -6.24443 -0.50885 0.44 -0.29 -0.44
H 0.33970 -5.95963 1.08515 -0.03 -0.36 0.33
H 1.96129 -8.54431 0.28541 0.43 0.13 0.34
H 0.25629 -8.26541 0.44459 -0.42 -0.92 0.42
H 1.08366 -9.40968 3.90985 -0.52 -0.03 -0.05
H 0.97550 -10.21024 2.31247 0.53 -0.49 0.24
H -0.41253 -9.45815 2.79052 -0.34 1.04 0.50
C -2.87899 5.07246 -3.66914 0.70 -1.64 1.37
O -3.52660 5.26597 -2.39867 0.43 0.88 -1.24
C -3.23694 6.53017 -1.79731 0.26 -0.07 1.67
C -1.77764 6.94425 -1.44594 0.65 0.90 -2.29
N -1.04983 6.33831 -0.36875 0.25 -1.77 -0.93
C -0.84820 4.90038 -0.74124 0.78 -0.78 0.99
C 0.01340 4.14495 0.34449 -2.04 -0.07 -1.72
O -0.76501 4.13267 1.50290 1.06 0.70 1.16
C -1.93902 3.40097 1.58075 -0.68 -0.56 0.90
H -1.81811 5.05824 -3.41928 0.31 0.76 -0.79
H -3.18011 5.64298 -4.54774 -0.08 0.61 0.43
H -3.00009 4.01764 -3.91569 -0.59 -0.10 -0.06
H -3.65882 6.39214 -0.80179 -0.63 0.25 0.06
H -3.76967 7.33502 -2.30380 0.09 0.11 -0.20
H -1.57881 8.01592 -1.43552 -1.29 0.57 0.84
H -1.17207 6.87434 -2.34955 0.28 -0.99 -0.33
H -1.67188 6.24407 0.42137 0.02 0.37 0.51
H -0.47385 4.62828 -1.72811 0.72 1.10 -0.25
H -1.84717 4.47775 -0.84865 -0.03 -0.67 0.56
H 1.01042 4.54712 0.52424 -0.38 0.60 0.25
H 0.20318 3.12469 0.01108 -0.13 -0.38 -0.26
H -1.86316 2.31672 1.49854 0.58 -0.21 -0.43
H -2.76122 3.69994 0.93059 0.08 0.34 -0.31
H -2.25332 3.54683 2.61420 -0.29 0.13 0.00
C -10.08352 -0.74180 2.90694 -0.63 -0.95 0.08
O -8.81744 -0.70601 2.32242 0.35 0.23 0.31
C -8.08630 0.47743 2.58236 1.51 0.89 -1.09
C -6.52428 0.22147 2.76877 -1.44 -2.30 0.38
N -5.97175 -0.94342 1.94124 -1.89 1.86 1.30
C -5.73314 -0.57908 0.52736 0.54 -1.41 1.17
C -5.00373 -1.80202 -0.04875 -0.02 0.03 -2.14
O -5.89242 -2.93378 -0.21134 -0.86 -0.03 0.94
C -5.44375 -4.09545 -0.92092 1.22 1.01 1.50
H -10.68893 0.15838 2.80094 0.20 0.33 -0.06
H -10.09228 -1.07414 3.94500 0.47 0.51 0.55
H -10.65327 -1.56026 2.46692 0.08 0.05 -0.63
H -8.50596 1.06511 3.39882 0.16 -0.35 0.63
H -8.20498 1.17210 1.75081 -0.11 -0.16 -0.46
H -6.46074 -0.12110 3.80159 0.17 -0.35 0.15
H -5.84965 1.07751 2.78134 -0.49 0.68 -0.72
H -5.08490 -1.00886 2.42010 0.54 -0.61 -0.54
H -5.14275 0.33070 0.63615 0.39 0.04 -1.36
H -6.61722 -0.44111 -0.09512 -0.32 0.23 0.58
H -4.05086 -1.92689 0.46560 -0.12 -0.79 0.48
H -4.72854 -1.62614 -1.08867 0.46 0.72 -0.20
H -4.69799 -3.76167 -1.64239 -0.22 -0.45 -0.62
H -6.23887 -4.76040 -1.25816 -0.44 0.86 -0.46
H -4.91870 -4.74068 -0.21658 0.47 -0.06 0.17
C 3.18796 3.23981 -1.36159 0.07 1.02 1.42
O 4.50035 2.69778 -1.35939 -1.18 0.62 0.77
C 5.09742 2.74086 -2.58332 1.46 -1.18 -2.62
C 4.91150 1.33346 -3.23131 0.05 2.22 0.50
N 5.76291 0.47022 -2.48010 1.16 -0.21 0.69
C 5.23848 -0.85178 -2.59864 0.61 -1.44 0.09
C 6.02974 -2.01777 -1.84936 -1.02 0.74 -0.34
O 5.52445 -2.27134 -0.53685 0.65 0.73 -1.16
C 5.50172 -1.08309 0.21978 -0.53 -1.41 1.66
H 2.57465 2.71077 -0.63216 -0.12 -0.50 -0.63
H 2.70137 3.43977 -2.31623 0.20 -0.84 -0.29
H 3.26067 4.23021 -0.91224 0.06 0.46 0.07
H 6.16989 2.91277 -2.49194 0.26 -0.24 0.51
H 4.84703 3.54630 -3.27373 -0.97 0.25 0.19
H 5.12620 1.31307 -4.29976 0.11 -0.06 -0.06
H 3.85828 1.09179 -3.08837 -0.39 -0.15 -0.23
H 5.72809 0.73801 -1.50687 0.03 0.33 0.10
H 5.21929 -0.92634 -3.68591 -0.20 -1.18 -0.06
H 4.20601 -0.82442 -2.25029 -0.42 -0.66 0.01
H 7.08696 -1.76348 -1.77374 0.21 0.17 -0.16
H 5.92689 -2.98106 -2.34895 -0.03 0.18 -0.33
H 6.46089 -0.59039 0.37898 0.29 0.20 -0.70
H 5.25836 -1.48901 1.20166 -0.29 0.55 0.16
H 4.70078 -0.41244 -0.09141 0.14 0.27 -0.07


46
Properties=species:S:1:pos:R:3:forces:R:3 method="wB97M-V/def2-TZVPD" homo_lumo_gap_ev="4.5 / 4.5" de_lowest_ev=0.557 lumo_ev="-7.66 / -7.60" e_homo_ev="-12.13 / -12.13" multiplicity=3 s_squared=2.01 charge=+2
C 3.18324 -1.09266 -3.85109 0.00 -0.88 -1.28
C 2.65325 -1.92656 -4.78671 1.91 1.04 0.75
H 4.24570 -0.86628 -3.90053 -0.25 0.15 0.13
H 2.58720 -0.63735 -3.07129 0.10 -0.10 -0.08
C 1.26794 -2.33743 -4.75168 -2.16 -0.04 0.70
C 0.41691 -1.93009 -3.77083 0.46 -0.67 -1.15
H 0.73205 -1.31570 -2.93413 -0.09 -0.06 -0.12
H -0.62451 -2.23830 -3.82126 0.16 0.07 0.17
C 3.54688 -2.44242 -5.90338 0.13 0.01 0.14
H 4.54437 -2.00388 -5.79194 -0.19 -0.14 -0.11
H 3.16888 -2.17268 -6.90185 0.02 -0.05 0.37
H 3.65868 -3.53772 -5.88453 -0.13 0.32 0.05
C 0.74947 -3.24929 -5.85247 -0.16 0.07 0.06
H 1.32337 -4.18587 -5.92766 -0.11 0.34 0.10
H 0.77853 -2.77340 -6.84537 0.08 -0.07 0.35
H -0.29255 -3.50928 -5.63875 0.21 0.00 -0.12
Ti -1.22999 0.04577 3.36436 -0.85 -1.50 0.11
O -0.34470 0.22216 1.70736 0.99 1.13 -3.88
C -0.45262 0.92677 0.62747 -1.08 -0.87 2.87
O -2.28286 1.53685 2.73120 -1.20 2.32 -2.11
C -2.36436 2.08100 1.59387 -0.11 -1.18 2.01
O -3.26179 2.97010 1.31417 0.47 -0.12 -0.94
N -1.54405 1.78644 0.53692 0.74 -0.49 -0.17
C -3.17860 3.23665 -0.14939 -1.34 0.65 0.30
C -1.92321 2.58950 -0.63489 1.09 -0.08 -0.27
H -3.16755 4.31813 -0.28722 -0.23 -0.20 0.13
H -4.06395 2.77954 -0.60031 0.05 0.28 0.24
H -1.14743 3.32547 -0.86284 -0.03 -0.13 0.05
H -2.09399 1.96741 -1.51460 0.03 -0.04 0.15
C 0.45723 0.86291 -0.43643 1.49 -0.25 -1.47
C 1.64129 0.18960 -0.38714 -1.03 0.80 0.19
H 0.16090 1.42644 -1.32320 0.34 -0.37 0.08
H 1.98317 -0.27357 0.53898 -0.14 -0.07 -0.36
H 2.28963 0.17350 -1.26105 -0.08 -0.03 0.30
C -2.65806 1.00358 7.66867 -0.08 -0.03 0.18
O -1.27375 0.56389 7.37972 0.41 -0.12 -1.35
C -0.95962 0.40872 6.11934 -2.38 0.47 -0.24
O -1.78852 0.59221 5.16184 0.30 0.13 2.67
N 0.27164 0.01126 5.79747 1.13 -0.26 0.38
N 0.58230 0.07126 4.40866 1.39 0.36 0.92
H -2.72786 0.89320 8.74801 -0.02 0.03 -0.14
H -3.38405 0.35860 7.16245 0.35 0.15 0.09
H -2.78606 2.05212 7.37812 0.17 -0.35 -0.01
H 0.98928 -0.18177 6.49100 -0.11 0.22 -0.16
H 1.08123 0.95127 4.20785 -0.16 -0.31 0.19
H 1.23695 -0.67011 4.15305 -0.11 -0.15 0.29


10
Properties=species:S:1:pos:R:3:forces:R:3 method="wB97M-V/def2-TZVPD" homo_lumo_gap_ev=8.9 de_lowest_ev=6.856 lumo_ev=-1.07 e_homo_ev=-9.94 multiplicity=1
C -1.40966 -0.38170 -0.11796 -2.52 1.55 0.99
C 1.51926 -0.44278 0.10758 -6.60 -1.81 -0.59
C 1.02718 0.86274 -0.31792 4.51 5.12 1.71
H -2.52207 -0.68991 -0.20659 1.74 1.51 -0.24
H 2.38694 -0.63446 0.62010 2.31 0.03 0.61
H 2.20253 1.72084 -0.15211 -3.62 -2.20 -1.58
N -0.61800 -1.30015 -0.32397 1.31 -1.95 -0.53
N 0.62169 -1.41050 0.21222 2.43 1.44 0.04
N -0.02585 1.61092 -0.17310 1.49 -2.50 0.26
O -1.09160 0.88400 0.46279 -1.05 -1.19 -0.68


The following F_max values (in Eh/bohr) correspond, in order, to the records above: 0.080; 0.081; 0.137.